Record 1
C24H64BO12Pb as an isolated structure, computed with ωB97M-V with the def2-TZVPD basis set.

Element x y z (Å)
Pb (-0.743, -2.676, -0.434)
B (0.219, -0.391, -0.579)
H (0.797, 0.650, -0.626)
H (0.625, -0.967, 0.429)
H (-0.988, -0.242, -0.501)
H (0.569, -1.130, -1.490)
C (-0.882, 1.843, 2.643)
O (-2.228, 1.647, 3.025)
C (-3.136, 2.135, 2.066)
C (-4.524, 2.096, 2.627)
O (-4.658, 3.012, 3.676)
C (-5.741, 2.702, 4.516)
H (-0.649, 2.895, 2.439)
H (-0.656, 1.302, 1.712)
H (-0.289, 1.514, 3.494)
H (-3.144, 1.420, 1.220)
H (-2.863, 3.123, 1.686)
H (-4.804, 1.076, 2.917)
H (-5.203, 2.411, 1.815)
H (-6.664, 2.490, 3.953)
H (-5.940, 3.528, 5.190)
H (-5.548, 1.778, 5.082)
C (1.214, -3.155, 3.073)
O (0.001, -2.792, 2.430)
C (-0.796, -1.923, 3.207)
C (-2.282, -2.109, 2.892)
O (-2.513, -2.282, 1.483)
C (-3.904, -2.483, 1.256)
H (1.694, -3.949, 2.511)
H (1.023, -3.556, 4.076)
H (1.878, -2.295, 3.198)
H (-0.534, -0.871, 3.024)
H (-0.630, -2.058, 4.278)
H (-2.829, -1.204, 3.172)
H (-2.641, -2.960, 3.481)
H (-4.464, -1.553, 1.402)
H (-4.299, -3.289, 1.875)
H (-4.076, -2.746, 0.211)
C (3.082, -5.587, -4.308)
O (3.110, -5.169, -2.964)
C (1.910, -5.433, -2.304)
C (2.003, -4.906, -0.899)
O (1.701, -3.516, -0.794)
C (2.863, -2.703, -0.956)
H (2.807, -6.646, -4.400)
H (4.059, -5.421, -4.749)
H (2.333, -5.030, -4.893)
H (1.653, -6.499, -2.352)
H (1.081, -4.905, -2.809)
H (2.991, -5.124, -0.481)
H (1.320, -5.446, -0.232)
H (3.299, -2.811, -1.947)
H (3.613, -2.908, -0.184)
H (2.603, -1.657, -0.790)
C (1.608, 6.052, -4.522)
O (2.385, 5.050, -5.106)
C (3.186, 4.349, -4.190)
C (2.438, 3.383, -3.310)
O (1.956, 2.320, -4.106)
C (1.409, 1.295, -3.332)
H (1.116, 6.632, -5.304)
H (2.198, 6.760, -3.929)
H (0.791, 5.638, -3.915)
H (3.827, 5.028, -3.611)
H (3.894, 3.772, -4.793)
H (1.549, 3.854, -2.862)
H (3.083, 3.070, -2.477)
H (1.308, 0.406, -3.955)
H (0.427, 1.533, -2.900)
H (2.064, 1.035, -2.491)
C (-0.019, -2.173, -3.931)
O (-0.668, -3.045, -3.036)
C (-2.020, -3.320, -3.380)
C (-2.949, -2.149, -3.103)
O (-2.791, -1.650, -1.784)
C (-3.629, -0.539, -1.528)
H (0.998, -2.005, -3.586)
H (-0.466, -1.167, -3.917)
H (-0.046, -2.508, -4.971)
H (-2.353, -4.211, -2.847)
H (-2.074, -3.527, -4.453)
H (-3.973, -2.529, -3.223)
H (-2.825, -1.376, -3.867)
H (-4.659, -0.702, -1.850)
H (-3.252, 0.378, -1.999)
H (-3.597, -0.323, -0.461)
C (2.395, 2.324, 1.047)
O (2.154, 3.441, 1.880)
C (2.720, 3.329, 3.168)
C (2.084, 4.421, 4.015)
O (2.769, 4.695, 5.210)
C (2.806, 3.641, 6.122)
H (1.765, 1.472, 1.312)
H (3.471, 2.100, 1.044)
H (2.160, 2.622, 0.024)
H (3.803, 3.500, 3.086)
H (2.557, 2.337, 3.607)
H (1.039, 4.160, 4.243)
H (2.041, 5.317, 3.397)
H (3.513, 3.904, 6.909)
H (3.135, 2.697, 5.679)
H (1.844, 3.478, 6.631)

Values from the calculation:
strongest force on any atom	1.4	eV/A
electronic energy	-56406.67455	eV
HOMO-LUMO gap	8.5350	eV
total charge	+1

Atomic partial charges in e from the Löwdin method, atoms 1 to 5:
1. Pb 1.64
2. B -0.51
3. H 0.01
4. H -0.01
5. H -0.01

***

Record 2
A 9-piece molecular cluster, C24H64ClN5O12P overall, computed with ωB97M-V with the def2-TZVPD basis set.

Element x y z (Å)
C (-6.031, -0.384, 2.744)
O (-5.403, -0.528, 1.486)
C (-5.089, -1.876, 1.205)
C (-4.424, -1.867, -0.172)
C (-3.194, -2.734, -0.281)
N (-1.961, -2.091, 0.202)
C (-1.172, -2.612, 1.123)
N (-0.117, -1.862, 1.354)
C (-0.241, -0.817, 0.546)
N (0.661, 0.144, 0.472)
C (1.855, 0.155, 1.290)
C (2.278, 1.580, 1.456)
O (1.672, 2.494, 0.962)
Cl (3.764, 1.904, 2.385)
N (-1.387, -0.917, -0.192)
P (-1.992, 0.175, -1.409)
N (-2.909, 1.231, -0.793)
O (-0.731, 0.843, -2.079)
O (-2.657, -0.755, -2.504)
H (-7.079, -0.677, 2.727)
H (-5.516, -0.987, 3.493)
H (-5.951, 0.653, 3.037)
H (-4.469, -2.276, 2.009)
H (-6.030, -2.415, 1.121)
H (-4.261, -0.838, -0.455)
H (-5.141, -2.259, -0.882)
H (-3.336, -3.610, 0.335)
H (-3.016, -3.096, -1.285)
H (-1.373, -3.553, 1.584)
H (0.558, 0.905, -0.174)
H (1.737, -0.361, 2.230)
H (2.639, -0.355, 0.745)
H (-3.839, 1.206, -1.193)
H (-0.664, 1.739, -1.711)
H (-2.217, -0.636, -3.358)
C (0.530, 4.413, -2.419)
C (0.351, 5.590, -1.477)
O (-0.245, 5.197, -0.243)
H (-0.438, 3.943, -2.623)
H (0.979, 4.731, -3.362)
H (1.179, 3.654, -1.964)
H (-0.306, 6.335, -1.921)
H (1.318, 6.062, -1.274)
H (0.338, 4.549, 0.160)
C (-6.931, 3.356, -0.090)
C (-7.552, 2.029, -0.486)
O (-6.556, 1.064, -0.818)
H (-6.314, 3.743, -0.901)
H (-7.698, 4.093, 0.149)
H (-6.284, 3.234, 0.782)
H (-8.182, 2.149, -1.366)
H (-8.172, 1.639, 0.329)
H (-6.001, 0.936, -0.040)
C (1.008, -6.821, 0.876)
C (0.400, -6.170, -0.349)
O (0.170, -4.767, -0.141)
H (0.357, -6.694, 1.741)
H (1.166, -7.887, 0.717)
H (1.970, -6.359, 1.120)
H (-0.565, -6.616, -0.582)
H (1.054, -6.295, -1.216)
H (1.020, -4.361, 0.053)
C (4.846, 5.338, -4.549)
C (3.637, 4.986, -5.396)
O (2.445, 5.528, -4.817)
H (4.725, 4.954, -3.535)
H (5.759, 4.922, -4.975)
H (4.962, 6.422, -4.474)
H (3.511, 3.906, -5.454)
H (3.748, 5.373, -6.413)
H (2.552, 6.482, -4.776)
C (4.893, -3.389, 3.369)
C (4.326, -2.816, 2.085)
O (4.041, -1.419, 2.214)
H (4.194, -3.240, 4.193)
H (5.093, -4.456, 3.267)
H (5.824, -2.887, 3.637)
H (3.385, -3.305, 1.830)
H (5.026, -2.963, 1.257)
H (4.860, -0.962, 2.427)
C (4.079, 2.968, 6.902)
C (5.150, 3.454, 5.943)
O (5.757, 2.368, 5.242)
H (4.504, 2.268, 7.621)
H (3.632, 3.801, 7.445)
H (3.288, 2.442, 6.362)
H (5.947, 3.961, 6.483)
H (4.726, 4.158, 5.219)
H (5.067, 1.918, 4.750)
C (0.779, 5.143, -7.826)
C (1.414, 5.379, -9.184)
O (2.727, 4.821, -9.247)
H (1.393, 5.578, -7.041)
H (-0.218, 5.585, -7.778)
H (0.697, 4.073, -7.618)
H (1.515, 6.444, -9.381)
H (0.802, 4.941, -9.980)
H (2.651, 3.876, -9.091)
C (-1.014, -8.756, 5.057)
C (-0.130, -9.688, 4.249)
O (0.575, -8.985, 3.224)
H (-1.732, -8.256, 4.406)
H (-1.560, -9.302, 5.827)
H (-0.416, -7.980, 5.542)
H (-0.729, -10.448, 3.752)
H (0.591, -10.191, 4.900)
H (1.119, -8.320, 3.653)

Values from the calculation:
strongest force on any atom	3.1	eV/A
electronic energy	-79750.68435	eV
HOMO-LUMO gap	9.1723	eV
total charge	+1

Atomic partial charges in e from the Löwdin method, atoms 1 to 5:
1. C -0.09
2. O -0.22
3. C -0.20
4. C -0.14
5. C -0.10

***

Record 3
A 11-piece molecular cluster, C24H65F3N5O32P5 overall, computed with ωB97M-V with the def2-TZVPD basis set.

Element x y z (Å)
C (0.110, 4.756, 6.096)
C (0.259, 5.931, 7.153)
O (-0.985, 6.098, 7.798)
C (-1.423, 7.229, 8.408)
O (-0.700, 8.168, 8.569)
C (-2.935, 7.281, 8.941)
F (-3.527, 8.423, 8.551)
F (-3.504, 6.178, 8.442)
F (-2.927, 7.083, 10.278)
H (-0.668, 4.988, 5.369)
H (-0.087, 3.783, 6.546)
H (1.023, 4.723, 5.500)
H (0.623, 6.822, 6.640)
H (1.081, 5.781, 7.854)
C (0.071, -7.920, 1.600)
O (1.465, -7.656, 1.681)
P (2.370, -6.946, 0.464)
O (1.548, -6.752, -0.805)
O (2.908, -5.527, 1.159)
C (1.971, -4.573, 1.738)
O (3.671, -7.904, 0.312)
C (3.604, -9.246, 0.453)
H (-0.324, -7.907, 0.584)
H (-0.558, -7.219, 2.149)
H (-0.127, -8.906, 2.019)
H (0.966, -4.928, 1.509)
H (2.146, -3.612, 1.256)
H (2.099, -4.564, 2.820)
H (4.281, -9.436, 1.286)
H (3.912, -9.892, -0.369)
H (2.555, -9.501, 0.603)
C (-3.359, 4.515, -1.606)
O (-3.216, 4.075, -2.922)
P (-3.914, 2.712, -3.402)
O (-5.383, 2.626, -3.315)
O (-3.342, 2.533, -4.960)
C (-3.760, 1.446, -5.779)
O (-3.075, 1.578, -2.600)
C (-1.680, 1.537, -2.679)
H (-2.948, 5.508, -1.423)
H (-2.887, 3.929, -0.817)
H (-4.432, 4.574, -1.423)
H (-2.988, 0.696, -5.949)
H (-4.133, 1.958, -6.666)
H (-4.608, 0.947, -5.311)
H (-1.207, 1.876, -1.757)
H (-1.401, 2.179, -3.514)
H (-1.379, 0.509, -2.882)
C (3.637, 2.184, -5.466)
O (2.498, 1.827, -4.716)
P (1.079, 1.837, -5.535)
O (1.249, 1.607, -7.010)
O (0.268, 0.662, -4.635)
C (0.971, -0.575, -4.455)
O (0.419, 3.272, -5.211)
C (-0.512, 3.841, -6.015)
H (3.597, 2.829, -6.344)
H (4.397, 1.404, -5.506)
H (4.012, 2.899, -4.734)
H (1.853, -0.581, -5.096)
H (0.497, -1.458, -4.882)
H (1.195, -0.907, -3.441)
H (-0.740, 3.191, -6.860)
H (-0.050, 4.752, -6.396)
H (-1.416, 4.109, -5.467)
C (-5.318, -1.631, -4.289)
O (-5.054, -3.022, -4.134)
P (-3.812, -3.715, -3.309)
O (-3.771, -5.196, -3.419)
O (-2.483, -3.120, -3.960)
C (-2.038, -3.698, -5.249)
O (-3.804, -3.054, -1.818)
C (-2.899, -3.402, -0.746)
H (-4.750, -1.047, -3.565)
H (-6.362, -1.446, -4.036)
H (-5.036, -1.461, -5.328)
H (-1.961, -2.904, -5.992)
H (-2.695, -4.498, -5.590)
H (-1.041, -4.119, -5.119)
H (-3.327, -3.743, 0.197)
H (-2.348, -2.508, -0.453)
H (-2.200, -4.172, -1.071)
C (0.312, -1.035, -0.152)
O (-0.253, 0.103, 0.465)
P (0.718, 1.343, 0.661)
O (1.262, 1.873, -0.634)
O (-0.103, 2.400, 1.662)
C (0.461, 3.572, 2.149)
O (1.894, 0.739, 1.695)
C (1.461, 0.139, 2.895)
H (-0.085, -1.295, -1.133)
H (0.038, -1.927, 0.411)
H (1.394, -1.165, -0.125)
H (1.516, 3.301, 2.162)
H (0.137, 3.893, 3.139)
H (0.359, 4.485, 1.562)
H (1.701, -0.908, 2.710)
H (0.389, 0.140, 3.096)
H (1.996, 0.449, 3.792)
C (5.317, 0.115, 0.370)
N (4.792, -1.224, -0.042)
O (5.012, -1.706, -1.137)
O (4.084, -1.841, 0.751)
H (4.484, 0.815, 0.440)
H (5.965, 0.352, -0.473)
H (5.827, -0.019, 1.325)
C (-2.654, 0.643, 4.454)
N (-3.516, 1.850, 4.782)
O (-3.185, 3.007, 4.423)
O (-4.586, 1.610, 5.439)
H (-2.347, 0.599, 3.409)
H (-3.247, -0.214, 4.774)
H (-1.748, 0.844, 5.025)
C (0.613, -1.601, 7.853)
N (-0.210, -0.700, 7.061)
O (-1.337, -0.404, 7.455)
O (0.241, -0.172, 6.134)
H (-0.163, -2.157, 8.379)
H (1.060, -1.030, 8.667)
H (1.257, -2.329, 7.358)
C (3.619, -4.418, -2.551)
N (2.225, -3.873, -2.810)
O (1.537, -3.559, -1.856)
O (1.846, -3.833, -3.933)
H (3.650, -5.486, -2.337)
H (4.021, -3.987, -1.634)
H (4.140, -4.152, -3.470)
C (2.858, 3.959, -2.003)
N (3.194, 4.849, -0.793)
O (2.480, 5.817, -0.605)
O (4.095, 4.580, -0.038)
H (1.784, 3.772, -2.016)
H (3.377, 3.007, -1.900)
H (3.074, 4.665, -2.804)

Values from the calculation:
strongest force on any atom	5.4	eV/A
electronic energy	-153501.74264	eV
HOMO-LUMO gap	9.7631	eV
SMILES string	CCOC(=O)C(F)(F)F.COP(=O)(OC)OC.COP(=O)(OC)OC.COP(=O)(OC)OC.COP(=O)(OC)OC.COP(=O)(OC)OC.C[N+](=O)[O-].C[N+](=O)[O-].C[N+](=O)[O-].C[N+](=O)[O-].C[N+](=O)[O-]

Atomic partial charges in e from the Löwdin method, atoms 1 to 5:
1. C -0.05
2. C -0.20
3. O 0.00
4. C -0.33
5. O 0.15

***

Record 4
C24H65N2O15S2 as an isolated structure, computed with ωB97M-V with the def2-TZVPD basis set.

Element x y z (Å)
C (-0.322, -3.111, 3.118)
C (-1.506, -2.573, 2.674)
C (-1.634, -1.072, 2.884)
S (-3.180, -0.396, 2.317)
O (-4.139, -0.525, 3.386)
O (-3.582, -1.084, 1.103)
N (-2.873, 1.199, 1.931)
S (-2.174, 2.037, 3.078)
O (-2.519, 1.730, 4.434)
O (-2.256, 3.431, 2.739)
O (-0.468, 1.735, 3.055)
C (0.069, 1.702, 1.877)
N (0.449, 1.421, 0.821)
H (0.437, -3.509, 2.448)
H (-0.119, -3.109, 4.186)
H (-2.331, -3.138, 2.251)
H (-0.797, -0.647, 2.342)
H (-1.535, -0.832, 3.948)
C (3.199, 0.491, 3.713)
C (2.345, -0.689, 4.126)
O (1.392, -0.999, 3.114)
H (2.570, 1.357, 3.518)
H (3.915, 0.751, 4.494)
H (3.743, 0.276, 2.794)
H (1.780, -0.454, 5.029)
H (2.960, -1.576, 4.330)
H (1.883, -1.220, 2.315)
C (-1.697, -1.459, -2.867)
C (-1.598, -1.030, -1.412)
O (-0.307, -1.334, -0.899)
H (-1.507, -2.533, -2.964)
H (-2.687, -1.239, -3.274)
H (-0.947, -0.946, -3.472)
H (-2.332, -1.557, -0.809)
H (-1.778, 0.046, -1.307)
H (0.314, -0.841, -1.450)
C (0.408, 1.411, -4.811)
C (0.393, 1.960, -3.396)
O (0.940, 1.016, -2.472)
H (-0.164, 0.485, -4.866)
H (-0.018, 2.129, -5.515)
H (1.428, 1.180, -5.128)
H (-0.626, 2.171, -3.075)
H (0.973, 2.884, -3.336)
H (1.847, 0.835, -2.739)
C (1.546, 4.982, 4.701)
C (2.131, 3.758, 5.379)
O (3.351, 3.345, 4.763)
H (1.363, 4.778, 3.646)
H (0.604, 5.275, 5.167)
H (2.241, 5.824, 4.760)
H (1.443, 2.917, 5.301)
H (2.312, 3.957, 6.442)
H (3.980, 4.069, 4.830)
C (4.123, 1.368, -1.232)
C (4.135, 1.942, 0.170)
O (4.759, 1.062, 1.101)
H (3.600, 0.411, -1.244)
H (3.628, 2.051, -1.926)
H (5.142, 1.189, -1.589)
H (3.117, 2.099, 0.525)
H (4.660, 2.905, 0.185)
H (5.669, 0.918, 0.822)
C (1.574, 6.134, -1.280)
C (2.542, 5.123, -1.864)
O (2.426, 5.075, -3.289)
H (0.550, 5.876, -1.551)
H (1.649, 6.168, -0.192)
H (1.777, 7.133, -1.675)
H (2.323, 4.125, -1.486)
H (3.575, 5.376, -1.600)
H (2.626, 5.953, -3.626)
C (-4.471, -5.040, -3.251)
C (-4.357, -4.615, -1.797)
O (-3.071, -4.930, -1.279)
H (-4.290, -6.111, -3.349)
H (-5.460, -4.812, -3.653)
H (-3.724, -4.525, -3.861)
H (-5.092, -5.141, -1.189)
H (-4.536, -3.540, -1.692)
H (-2.428, -4.452, -1.813)
C (0.886, -1.713, -7.803)
C (2.135, -0.979, -8.254)
O (2.724, -0.243, -7.186)
H (0.156, -1.008, -7.405)
H (0.431, -2.260, -8.631)
H (1.121, -2.424, -7.008)
H (1.895, -0.257, -9.033)
H (2.870, -1.686, -8.656)
H (2.952, -0.867, -6.491)
C (-6.041, 0.587, -2.279)
C (-4.782, 1.324, -2.707)
O (-4.236, 2.037, -1.613)
H (-6.777, 1.294, -1.895)
H (-6.482, 0.036, -3.114)
H (-5.815, -0.119, -1.477)
H (-5.009, 2.041, -3.497)
H (-4.032, 0.621, -3.091)
H (-4.033, 1.396, -0.920)
C (0.561, -6.765, 6.782)
C (0.897, -5.300, 6.561)
O (-0.111, -4.638, 5.811)
H (0.432, -7.271, 5.825)
H (1.350, -7.269, 7.344)
H (-0.376, -6.866, 7.334)
H (1.822, -5.202, 5.994)
H (1.029, -4.792, 7.523)
H (-0.937, -4.703, 6.301)

Values from the calculation:
strongest force on any atom	3.1	eV/A
electronic energy	-81299.90472	eV
HOMO-LUMO gap	6.4771	eV
total charge	-1

Atomic partial charges in e from the Löwdin method, atoms 1 to 5:
1. C -0.02
2. C -0.15
3. C -0.26
4. S 0.54
5. O -0.33